(1)
{"formula": "H3NO2Si", "method": "ωB97M-V/def2-TZVPD", "species": ["O", "N", "O", "Si", "H", "H", "H"], "positions_angstrom": [[1.89171, 1.04751, 0.08852], [1.25907, 0.00138, -0.00053], [1.76651, -1.11379, -0.16145], [-1.00998, 0.02501, 0.01587], [-1.26295, 1.47035, -0.05156], [-0.60482, -1.06302, -0.88234], [-2.03953, -0.36743, 0.99148]], "forces_ev_per_a": [[-0.6, -1.0, -0.2], [-0.5, -0.1, 1.1], [-0.8, 1.4, 0.0], [2.3, -0.1, 0.1], [0.2, 0.0, -0.8], [-1.0, 0.2, -0.6], [0.5, -0.4, 0.4]], "energy_ev": -13506.60415, "homo_ev": -9.756, "de_lowest_kj_mol": 161.9, "homo_lumo_gap_ev": 8.6, "charge": 0, "largest_force_ha_per_bohr": 0.0440, "lumo_energy_ha": -0.0411, "spin_multiplicity": 1, "smiles": "O=[N+]([O-])[SiH3]"}

***

(2)
{"formula": "C3H7NO2", "method": "ωB97M-V/def2-TZVPD", "species": ["N", "C", "O", "H", "C", "C", "O", "H", "H", "H", "H", "H", "H"], "positions_angstrom": [[2.27097, -0.24003, -0.17214], [2.29614, 0.61908, -1.02230], [2.43439, 1.41773, -1.87387], [1.50834, -0.47920, 0.46736], [-1.26826, -0.52127, -0.60478], [-0.93578, 0.26416, 0.64721], [-0.04938, -0.53027, 1.43883], [-0.35647, -0.76516, -1.15938], [-1.77165, -1.45703, -0.34574], [-1.92266, 0.06328, -1.25860], [-0.45941, 1.22155, 0.38675], [-1.84752, 0.48553, 1.21749], [0.10129, -0.07837, 2.27917]], "forces_ev_per_a": [[0.1, 0.4, -0.4], [0.1, 0.1, -0.1], [-0.1, -0.6, 0.6], [0.0, 0.1, -0.1], [0.0, 0.0, 0.0], [-0.2, 0.2, -0.2], [0.1, 0.1, 0.3], [-0.1, 0.0, 0.1], [0.1, 0.1, 0.0], [0.1, -0.1, 0.1], [-0.1, -0.2, 0.0], [0.1, 0.0, -0.1], [0.0, -0.1, -0.1]], "energy_ev": -8809.53442, "homo_ev": -10.648, "de_lowest_kj_mol": 95.9, "homo_lumo_gap_ev": 11.3, "charge": 0, "largest_force_ha_per_bohr": 0.0157, "lumo_energy_ha": 0.0224, "spin_multiplicity": 1, "smiles": "N=C=O.CCO"}

***

(3)
{"formula": "C5H11NO2", "method": "ωB97M-V/def2-TZVPD", "species": ["C", "N", "C", "O", "H", "H", "H", "C", "C", "H", "H", "H", "H", "C", "O", "H", "H", "H", "H"], "positions_angstrom": [[1.25358, 0.62671, 2.30266], [0.02922, 0.06204, 2.77085], [-1.06813, -0.27035, 2.45716], [-2.14455, -0.72317, 2.36557], [1.32722, 1.66804, 2.62084], [1.31030, 0.58099, 1.21494], [2.08223, 0.05445, 2.72102], [-1.23444, -1.30716, -1.00477], [-2.03299, -0.21214, -1.17714], [-0.75248, -1.79410, -1.84200], [-1.07409, -1.73070, -0.02616], [-2.41565, 0.03394, -2.15869], [-2.65635, 0.11637, -0.35709], [1.60325, 0.48026, -1.77618], [0.54039, 0.23825, -0.88817], [1.97400, 1.50649, -1.67894], [2.43910, -0.17448, -1.50636], [1.33953, 0.29590, -2.82597], [-0.52014, 0.54864, -1.21157]], "forces_ev_per_a": [[0.3, 0.1, -0.3], [-0.1, 0.2, -0.1], [0.3, -0.5, 0.6], [-0.5, 0.1, -0.5], [0.1, -0.1, 0.1], [-0.1, 0.0, 0.0], [0.0, 0.2, 0.1], [-1.5, 1.0, -0.4], [-0.8, -2.2, 0.1], [0.0, 0.0, 0.0], [0.1, 0.0, 0.1], [0.4, 0.2, -0.2], [0.3, 0.3, 0.2], [0.1, 0.4, -0.1], [-2.6, 1.2, -0.7], [0.0, 0.0, -0.2], [-0.2, 0.0, 0.0], [0.0, 0.0, 0.1], [4.1, -1.0, 1.0]], "energy_ev": -10945.57971, "homo_ev": -9.391, "de_lowest_kj_mol": 355.8, "homo_lumo_gap_ev": 10.2, "charge": 0, "largest_force_ha_per_bohr": 0.0850, "lumo_energy_ha": 0.0284, "spin_multiplicity": 1, "smiles": "CN=C=O.C=C.CO"}

***

(4)
{"formula": "C4H7IO", "method": "ωB97M-V/def2-TZVPD", "species": ["C", "C", "C", "H", "H", "H", "H", "H", "H", "O", "C", "I", "H"], "positions_angstrom": [[-0.90729, 0.11691, 0.35521], [-0.99385, -0.78230, -0.64395], [-0.31800, -0.34924, -1.91254], [-1.25884, -0.07215, 1.34704], [-0.77271, 1.15488, 0.06705], [-1.12682, -1.79180, -0.54662], [0.84712, -0.42646, -1.75041], [-0.51779, 0.65309, -2.08070], [-0.39531, -0.94157, -2.85588], [0.81149, 0.40978, 3.73981], [1.27120, -0.50950, 3.13770], [3.28855, -1.03907, 3.63822], [0.89285, -1.10289, 2.29654]], "forces_ev_per_a": [[-1.6, -0.7, -1.1], [2.3, 3.0, 0.2], [2.9, -2.3, -0.6], [0.0, -0.1, 0.5], [0.4, 0.0, 0.3], [-0.8, -2.4, 0.7], [-2.0, 0.2, -0.1], [-0.4, 2.0, -0.7], [-0.7, 0.3, 0.9], [-0.4, -1.1, -1.0], [0.6, 1.4, 1.0], [0.2, -0.4, -0.1], [-0.4, 0.1, 0.1]], "energy_ev": -14407.58541, "homo_ev": -9.732, "de_lowest_kj_mol": 158.9, "homo_lumo_gap_ev": 10.0, "charge": 0, "largest_force_ha_per_bohr": 0.0726, "lumo_energy_ha": 0.0099, "spin_multiplicity": 1, "smiles": "C=CC.O=CI"}

***

(5)
{"formula": "C2H5O", "method": "ωB97M-V/def2-TZVPD", "species": ["C", "O", "C", "H", "H", "H", "H", "H"], "positions_angstrom": [[-0.56492, 1.39768, 0.97947], [-0.54469, 0.44826, 1.77291], [-0.22820, 1.48305, -0.40983], [0.85603, -4.73393, -0.83926], [0.22156, 2.47107, -0.71650], [0.81995, -4.16413, -1.29737], [-0.76502, 2.45206, 1.42314], [0.20530, 0.64593, -0.91256]], "forces_ev_per_a": [[1.3, 1.8, -1.6], [-0.6, -0.8, 0.4], [0.0, 1.5, 1.5], [0.0, -0.3, 0.2], [-0.9, -0.9, 0.2], [0.0, 0.3, -0.2], [-0.1, -0.8, -0.3], [0.2, -0.7, -0.2]], "energy_ev": -4201.06591, "homo_ev": -1.914, "de_lowest_kj_mol": 70.3, "homo_lumo_gap_ev": 6.7, "charge": -1, "largest_force_ha_per_bohr": 0.0531, "lumo_energy_ha": 0.1768, "spin_multiplicity": 1}

***

(6)
{"formula": "C7H11ClN2OS", "method": "ωB97M-V/def2-TZVPD", "species": ["C", "C", "C", "C", "C", "C", "C", "N", "N", "O", "S", "Cl", "H", "H", "H", "H", "H", "H", "H", "H", "H", "H", "H"], "positions_angstrom": [[-3.44995, 0.79730, 0.55978], [-3.28442, -0.66485, 0.83465], [1.86174, -0.77557, -0.09025], [1.77683, 0.65078, -0.65861], [0.71926, -0.87866, 0.94569], [0.25577, 0.93358, -0.37944], [-2.19361, -1.07836, -0.16064], [-3.07040, 1.12118, -0.73620], [-0.17240, 0.17104, 0.68296], [-3.91975, 1.65827, 1.27000], [-2.39970, -0.14871, -1.63944], [-1.69869, -2.70557, -0.33811], [-2.88583, -0.79921, 1.75193], [-4.17824, -1.30237, 0.76117], [1.71797, -1.66271, -0.87540], [2.84855, -0.93024, 0.26583], [2.28075, 1.23326, 0.13277], [2.08504, 0.72239, -1.70328], [0.06011, -1.84229, 1.25546], [1.23680, -0.66173, 1.85098], [0.19982, 1.99312, -0.25206], [-0.36484, 0.66667, -1.34484], [-3.39665, 2.00339, -1.26109]], "forces_ev_per_a": [[-1.3, 1.9, -0.4], [0.8, -0.5, -2.9], [-1.0, -3.2, -2.9], [-1.6, -1.5, 1.6], [-0.1, -1.6, 0.7], [0.8, -0.1, -2.7], [0.5, 1.4, -0.7], [-0.4, 1.2, -1.3], [-2.9, -0.1, 0.5], [0.1, -0.7, 0.2], [0.0, -0.8, 0.4], [-0.1, 0.1, 0.1], [1.1, -0.3, 3.3], [0.0, 0.5, -0.3], [0.2, 2.1, 1.1], [0.8, -0.4, 0.9], [0.4, 0.4, -1.1], [0.2, 0.4, 0.4], [2.1, 1.5, -1.3], [0.1, 0.3, 1.5], [-0.9, 0.8, 0.3], [0.6, 0.4, 0.9], [0.8, -2.0, 1.6]], "energy_ev": -35818.18943, "homo_ev": [-7.504, -7.504], "de_lowest_kj_mol": 135.2, "homo_lumo_gap_ev": [7.0, 7.0], "charge": 0, "largest_force_ha_per_bohr": 0.0860, "lumo_energy_ha": [-0.0197, -0.0198], "spin_multiplicity": 1}

***

(7)
{"formula": "C4H4N2P", "method": "ωB97M-V/def2-TZVPD", "species": ["C", "C", "C", "C", "N", "N", "P", "H", "H", "H", "H"], "positions_angstrom": [[-1.13517, 0.59327, -0.45099], [-1.04178, -0.86595, 0.02905], [-0.14944, 1.42509, -0.03872], [0.00080, -1.07143, 0.89670], [2.99732, -0.22729, -1.17756], [2.42974, -0.02727, -0.25262], [0.52815, 0.52932, 1.43338], [-2.00294, 0.69125, -0.99387], [-1.76314, -1.48048, -0.44771], [-0.11776, 2.41464, -0.33687], [0.25423, -1.98115, 1.33921]], "forces_ev_per_a": [[2.1, -1.6, 2.0], [2.1, 2.0, 0.7], [-1.2, -3.2, 0.9], [-2.2, 1.2, -1.6], [-1.1, 0.4, 1.9], [1.2, -0.2, -1.7], [0.3, 0.6, -1.6], [-1.6, 1.4, -1.6], [-0.3, -1.2, 0.2], [0.4, 2.0, 0.0], [0.4, -1.2, 0.8]], "energy_ev": -16471.90980, "homo_ev": -14.792, "de_lowest_kj_mol": 78.1, "homo_lumo_gap_ev": 7.3, "charge": 1, "largest_force_ha_per_bohr": 0.0687, "lumo_energy_ha": -0.2770, "spin_multiplicity": 1}

***

(8)
{"formula": "C21H27ClN6O2", "method": "ωB97M-V/def2-TZVPD", "species": ["C", "C", "C", "C", "C", "N", "C", "N", "C", "C", "N", "C", "C", "C", "C", "C", "Cl", "C", "C", "C", "N", "C", "C", "C", "O", "N", "C", "O", "N", "C", "H", "H", "H", "H", "H", "H", "H", "H", "H", "H", "H", "H", "H", "H", "H", "H", "H", "H", "H", "H", "H", "H", "H", "H", "H", "H", "H"], "positions_angstrom": [[-1.76398, -3.56237, 2.21558], [-2.27281, -2.80284, 0.99161], [-3.59066, -3.40495, 0.51045], [-1.20257, -2.82916, -0.10653], [-1.50281, -1.88161, -1.26868], [-1.57539, -0.50476, -0.83563], [-0.68419, 0.26560, -0.15648], [0.58258, -0.11998, 0.19336], [1.25336, 0.76280, 1.13620], [1.90368, 1.96118, 0.42815], [2.82469, 1.50006, -0.59205], [4.16306, 1.31226, -0.29354], [4.85531, 2.27329, 0.45683], [6.20219, 2.14030, 0.71688], [6.92241, 1.05791, 0.23705], [6.24608, 0.11425, -0.51316], [7.10337, -1.25809, -1.13347], [4.89314, 0.22104, -0.77732], [2.14303, 0.63984, -1.53147], [1.51201, -0.57453, -0.82945], [-1.20686, 1.42369, 0.24209], [-2.48272, 1.40541, -0.18900], [-2.75481, 0.22589, -0.86374], [-4.04102, -0.05132, -1.40932], [-4.42432, -1.04391, -2.00203], [-4.90463, 1.01864, -1.16729], [-4.67916, 2.21609, -0.51573], [-5.55068, 3.04771, -0.39955], [-3.40775, 2.38912, -0.01381], [-3.05899, 3.60283, 0.68919], [-1.56293, -4.60049, 1.95947], [-0.84649, -3.11650, 2.59403], [-2.50594, -3.54408, 3.01001], [-2.44678, -1.76070, 1.28404], [-4.01031, -2.84317, -0.31927], [-4.31915, -3.40244, 1.31790], [-3.44058, -4.43390, 0.18996], [-1.12026, -3.84150, -0.50617], [-0.24008, -2.55743, 0.33212], [-0.74580, -1.99340, -2.05201], [-2.47232, -2.11367, -1.71245], [0.52015, 1.11112, 1.86156], [2.02380, 0.17207, 1.64155], [2.41675, 2.57746, 1.16181], [1.11696, 2.55423, -0.04710], [4.33901, 3.14828, 0.81825], [6.70799, 2.89853, 1.29539], [7.97601, 0.95319, 0.43556], [4.42610, -0.55960, -1.35437], [2.82463, 0.33000, -2.32259], [1.33841, 1.23015, -1.98755], [1.00582, -1.20568, -1.55589], [2.28659, -1.16245, -0.32790], [-5.84816, 0.90755, -1.52153], [-2.27651, 4.13413, 0.14711], [-3.95486, 4.21704, 0.75310], [-2.69360, 3.35686, 1.68578]], "forces_ev_per_a": [[-0.1, 0.3, -0.1], [0.1, -0.3, 0.0], [0.1, 0.3, 0.0], [-0.2, 0.3, 0.1], [0.3, -0.8, -0.1], [0.1, 0.5, 0.0], [-0.4, -0.1, -0.1], [0.1, -0.2, 0.1], [0.1, 0.4, 0.2], [-0.2, -0.1, 0.3], [-0.2, 0.2, -0.2], [0.4, 0.0, 0.0], [-0.1, 0.0, 0.1], [0.0, -0.1, 0.0], [0.1, -0.1, -0.1], [0.0, 0.2, 0.1], [0.1, -0.1, -0.1], [-0.1, 0.0, 0.0], [0.0, -0.3, 0.0], [0.2, 0.1, -0.4], [-0.1, 0.4, 0.1], [0.1, -1.3, -0.5], [0.0, 0.8, 0.3], [0.2, 0.0, 0.1], [-0.1, -0.1, -0.1], [-0.4, -0.1, -0.2], [0.0, 0.0, 0.0], [-0.3, 0.2, 0.0], [0.0, 0.0, 0.0], [0.0, 0.3, 0.1], [0.0, -0.2, 0.0], [0.1, 0.0, 0.1], [-0.1, 0.0, 0.1], [0.0, 0.0, 0.0], [-0.1, 0.0, -0.1], [-0.1, 0.0, 0.1], [0.0, -0.2, 0.0], [0.1, -0.1, 0.0], [0.1, -0.1, 0.0], [-0.1, 0.0, 0.0], [0.2, 0.1, 0.0], [0.1, 0.0, 0.1], [0.0, 0.0, 0.0], [0.0, 0.0, 0.0], [0.1, 0.0, 0.1], [-0.1, 0.1, 0.0], [0.0, 0.1, 0.0], [0.1, 0.0, 0.0], [-0.1, -0.1, 0.0], [0.0, 0.0, 0.0], [0.1, -0.1, 0.0], [0.0, -0.1, 0.0], [-0.1, 0.0, -0.1], [0.2, 0.0, 0.1], [0.0, 0.0, 0.0], [0.1, -0.1, 0.0], [0.0, 0.1, 0.0]], "energy_ev": -47775.71191, "homo_ev": -7.774, "de_lowest_kj_mol": 0.0, "homo_lumo_gap_ev": 8.3, "charge": 0, "largest_force_ha_per_bohr": 0.0274, "lumo_energy_ha": 0.0191, "spin_multiplicity": 1, "smiles": "CC(C)CCn1c(N2CCN(c3cccc(Cl)c3)CC2)nc2c1c(=O)[nH]c(=O)n2C"}